Record 1
9
Properties=species:S:1:pos:R:3:forces:R:3 method="wB97M-V/def2-TZVPD" multiplicity=1 e_above_lowest_ev=2.731 molar_mass_da=89.525 e_lumo_ev=0.70 homo_energy_ev=-9.539 orbital_gap_ev=10.239
C 1.93396 0.52360 -0.35701 -0.60 0.03 -0.10
C 0.78709 0.18075 -0.31181 0.46 0.12 0.01
C -0.50765 -0.43009 -0.17922 -2.25 1.12 1.50
N -1.65963 0.64068 0.12168 1.75 -1.30 -1.56
Cl -3.19255 -0.17060 0.00214 0.35 0.14 0.34
H 2.92275 0.86247 -0.45403 0.53 0.18 0.00
H -0.48264 -1.10044 0.69315 -0.01 -0.11 -0.42
H -0.80468 -0.98149 -1.06588 -0.09 0.12 -0.04
H -1.54969 0.99461 1.06277 -0.13 -0.29 0.26

=====

Record 2
18
Properties=species:S:1:pos:R:3:forces:R:3 method="wB97M-V/def2-TZVPD" multiplicity=1 e_above_lowest_ev=5.158 molar_mass_da=101.149 e_lumo_ev=0.76 homo_energy_ev=-6.475 orbital_gap_ev=7.240
C -1.29380 -2.30894 -0.68344 -0.24 -0.13 -0.10
O -0.12686 -1.73038 -0.14432 0.06 0.02 0.08
C 0.19846 -0.48909 -0.71566 0.02 0.21 -0.01
C -0.63125 0.69354 -0.16262 -0.21 0.14 -0.01
N 0.41845 0.99432 0.86122 -0.27 0.17 0.08
C 0.55927 2.39072 1.34660 0.39 0.56 -0.30
C 1.39191 0.10557 0.03287 0.03 0.22 0.17
H -1.44601 -3.26224 -0.17119 0.02 0.17 -0.10
H -1.18902 -2.49473 -1.76315 0.03 0.04 0.16
H -2.18069 -1.67732 -0.52460 0.15 -0.07 -0.01
H 0.26812 -0.56498 -1.81236 0.01 0.05 0.28
H -0.68856 1.53973 -0.85280 0.02 -0.12 0.12
H -1.61544 0.49043 0.26499 0.15 0.01 -0.07
H 0.10353 0.72068 1.78819 0.30 -1.46 -0.27
H 0.77524 3.03368 0.49530 0.17 0.13 -0.26
H 1.43596 2.37223 2.01370 -0.23 0.06 -0.06
H 2.00922 -0.58731 0.60637 -0.16 0.10 0.01
H 2.01147 0.77412 -0.57910 -0.24 -0.11 0.27

=====

Record 3
11
Properties=species:S:1:pos:R:3:forces:R:3 method="wB97M-V/def2-TZVPD" multiplicity=1 e_above_lowest_ev=2.996 molar_mass_da=93.086 e_lumo_ev=-13.56 homo_energy_ev=-18.110 total_charge=+2 orbital_gap_ev=4.554
H -1.16176 0.88513 -1.44111 0.46 0.06 0.36
O 1.70786 1.17912 2.10137 -1.65 -1.57 -0.82
C 1.05055 0.36776 1.60894 2.33 2.19 0.33
C 0.30207 -0.57594 1.04868 1.18 -1.69 -0.28
C -1.13823 0.16658 -0.61915 -4.14 4.05 0.80
C -1.87874 0.21904 0.51964 -0.57 0.05 -2.10
H 0.16735 -1.53968 1.53608 -0.31 0.11 -0.59
H -2.24520 -0.70350 0.97447 0.90 0.40 1.02
H -2.23656 1.20579 0.81754 -1.23 -0.44 -0.55
O 0.05255 -0.51375 -0.51345 -1.72 2.61 8.92
Be 0.57765 -1.21345 -1.40972 4.75 -5.75 -7.09

=====

Record 4
15
Properties=species:S:1:pos:R:3:forces:R:3 method="wB97M-V/def2-TZVPD" multiplicity=1 e_above_lowest_ev=1.699 molar_mass_da=136.067 e_lumo_ev="4.02 / 4.02" homo_energy_ev="-3.450 / -3.454" total_charge=-1 orbital_gap_ev="7.474 / 7.477"
C -1.15714 -0.43362 0.43644 0.13 0.18 -0.24
C -0.99213 0.96532 -0.17701 -0.71 -0.02 -0.24
C -0.06459 -1.41017 0.01949 -1.24 -0.48 -0.37
N -0.09939 1.75644 0.61972 2.37 -1.20 -0.23
O 1.87670 0.04991 -1.56001 -0.38 0.33 0.13
O 3.30074 0.28054 0.59687 -0.35 0.33 0.46
O 1.17888 -1.15243 0.60251 1.38 1.24 0.07
P 2.01359 0.08568 -0.08660 -1.08 -0.11 0.32
H -1.14624 -0.32705 1.52269 -0.12 -0.02 0.07
H -2.11518 -0.86574 0.12286 0.01 -0.02 0.05
H -0.68502 0.84684 -1.23508 -0.10 -0.02 0.13
H -1.99791 1.44870 -0.20140 0.10 -0.17 -0.07
H -0.34113 -2.42920 0.33118 0.08 0.16 -0.08
H 0.03545 -1.38673 -1.07189 -0.04 -0.14 0.05
H 0.19337 2.57152 0.08023 -0.03 -0.09 -0.06

=====

Record 5
16
Properties=species:S:1:pos:R:3:forces:R:3 method="wB97M-V/def2-TZVPD" multiplicity=1 e_above_lowest_ev=6.752 molar_mass_da=106.194 e_lumo_ev=-3.55 homo_energy_ev=-7.974 orbital_gap_ev=4.425
C -0.52099 0.83003 -0.21478 -2.33 1.96 3.31
C -0.25602 -0.00318 -1.54106 0.95 0.24 -3.27
S 1.43327 0.12923 -2.10357 -1.33 0.43 0.28
N -1.69925 0.54324 0.60079 1.90 0.66 -2.51
C -1.61492 -0.65666 1.32485 1.55 0.07 3.09
N -1.32916 -0.43914 2.90454 0.30 -0.63 -1.96
H -0.45291 1.89463 -0.46213 -0.61 -0.23 -0.15
H 0.30534 0.63771 0.41109 1.37 -0.77 0.43
H 5.12908 0.22222 -3.25230 1.09 -0.52 0.44
H -0.29198 -0.96213 -1.17004 -0.60 -2.30 0.81
H -1.01135 0.15512 -2.37423 0.79 0.18 1.36
H 5.79298 -0.09523 -2.98970 -1.09 0.52 -0.44
H -0.68006 -1.26391 1.18531 -1.29 -0.12 -0.91
H -2.61493 -1.08658 1.39385 0.42 -0.64 -0.49
H -0.33795 -0.25531 3.09754 -0.47 0.10 -0.48
H -1.85113 0.34994 3.18985 -0.64 1.06 0.47

=====

Record 6
72
Properties=species:S:1:pos:R:3:forces:R:3 method="wB97M-V/def2-TZVPD" multiplicity=3 molar_mass_da=657.448 e_lumo_ev="-7.59 / -7.96" homo_energy_ev="-14.187 / -14.176" total_charge=+2 orbital_gap_ev="6.600 / 6.215" s_squared=2.0496
C -0.02908 0.21253 -2.78703 0.31 0.41 0.09
C -0.84212 1.15090 -2.10920 0.67 0.33 0.56
C -0.50552 2.52197 -2.12305 0.03 -0.65 -0.07
C 0.61327 2.92894 -2.84469 0.15 0.28 -0.19
C 1.41790 2.00417 -3.50588 -0.04 0.26 0.02
C 1.10728 0.64484 -3.47010 -0.34 -0.14 0.01
P -1.92896 0.55232 -0.76444 -1.21 0.26 -2.03
C -3.23762 1.82965 -0.64661 0.07 0.13 0.93
C -3.35153 2.58514 0.53268 0.21 -0.04 -0.28
C -4.23329 3.65740 0.58705 -0.21 0.11 -0.15
C -5.03376 3.96440 -0.51666 0.21 -0.15 0.05
C -4.97776 3.16580 -1.66226 0.17 -0.31 0.01
C -4.09577 2.08190 -1.72545 0.14 0.07 -0.01
V -0.06605 0.58521 0.87679 -4.74 1.81 3.45
P 1.46925 -0.90256 1.63859 0.84 -0.81 0.62
C 2.08868 0.75805 1.18374 1.53 0.50 -0.21
C 3.21856 0.88346 0.31469 -0.63 0.35 0.40
C 3.67070 2.14178 -0.04715 -0.08 0.15 -0.06
C 2.98633 3.30023 0.37420 0.28 -0.33 -0.30
C 1.86538 3.20986 1.17902 -0.21 -0.19 0.52
C 1.41629 1.94951 1.64455 1.31 0.05 -0.09
C 1.87597 -1.19070 3.35586 -0.12 -0.06 0.30
C 1.25340 -2.27937 3.99581 0.16 0.37 -0.03
C 1.42644 -2.44172 5.36575 0.20 0.02 0.01
C 2.21846 -1.53323 6.08575 -0.03 -0.04 -0.35
C 2.88044 -0.48847 5.42947 0.01 -0.17 0.06
C 2.72677 -0.32052 4.05521 -0.31 -0.15 -0.03
C 2.13028 -2.21641 0.61154 -0.18 0.09 -0.42
C 1.21872 -2.99991 -0.12967 0.39 0.44 0.29
C 1.70329 -4.04684 -0.89916 0.06 -0.22 -0.10
C 3.07738 -4.30852 -0.94009 0.00 0.24 0.12
C 3.98280 -3.50198 -0.23479 -0.15 0.03 0.08
C 3.51078 -2.45803 0.55957 -0.27 -0.23 -0.08
C -2.74747 -0.86369 -1.56589 -0.13 -0.65 0.68
C -2.85798 -0.96668 -2.96018 0.12 0.05 0.06
C -3.44106 -2.09599 -3.53100 -0.07 0.09 0.23
C -3.94784 -3.10638 -2.70934 0.09 0.21 0.03
C -3.90044 -2.97440 -1.31783 -0.13 -0.02 -0.12
C -3.31345 -1.85493 -0.73776 0.28 0.23 -0.33
H 0.65470 -2.97728 3.40629 0.05 0.17 0.30
H 0.95928 -3.28734 5.87374 0.13 0.32 -0.13
H 2.33892 -1.66469 7.16028 -0.02 0.07 -0.27
H 3.52770 0.19111 5.98614 -0.19 -0.25 -0.14
H 3.26515 0.46087 3.51563 -0.19 -0.11 0.30
H 3.73555 -0.01748 -0.00973 -0.14 0.29 -0.04
H 4.56295 2.24514 -0.67407 -0.37 -0.07 0.28
H 3.37696 4.27001 0.06635 -0.23 -0.19 0.12
H 1.37323 4.11610 1.53685 0.10 -0.30 -0.12
H 0.68301 1.88856 2.47454 0.36 0.22 -0.22
H 0.14767 -2.78466 -0.07840 0.27 -0.14 -0.04
H 1.00091 -4.66464 -1.46418 0.31 0.15 0.20
H 3.44596 -5.14925 -1.52580 -0.06 0.24 0.10
H 5.05637 -3.68335 -0.28876 -0.32 -0.06 -0.02
H 4.18579 -1.82672 1.14118 -0.05 -0.35 -0.13
H -2.48429 -0.16704 -3.60533 -0.08 -0.36 0.20
H -3.49747 -2.16808 -4.61711 -0.05 -0.05 0.31
H -4.39917 -3.98745 -3.16056 0.09 0.16 0.14
H -4.33703 -3.74537 -0.68616 0.10 0.16 -0.13
H -3.29884 -1.72559 0.34811 0.04 -0.16 -0.30
H -2.75995 2.32097 1.41060 -0.17 0.22 -0.33
H -4.29281 4.25434 1.49434 -0.05 -0.11 -0.18
H -5.70585 4.82087 -0.47902 0.14 -0.25 -0.02
H -5.62058 3.37376 -2.51785 0.14 -0.04 0.28
H -4.06964 1.42660 -2.60083 -0.04 0.38 0.21
H -1.10754 3.24854 -1.57469 0.08 -0.19 -0.19
H 0.85603 3.99034 -2.90009 -0.03 -0.26 0.03
H 2.29189 2.35813 -4.05493 -0.24 -0.16 0.15
H 1.75434 -0.07214 -3.97302 -0.21 0.12 0.07
H -0.25316 -0.85649 -2.71003 0.09 0.39 -0.12
H 0.66249 0.36319 -0.46921 0.37 -2.44 -2.13
H 0.22095 -0.46334 -0.30605 1.30 0.47 -1.36
Br -1.62218 0.33462 2.71972 0.49 -0.18 -0.51

=====

Record 7
78
Properties=species:S:1:pos:R:3:forces:R:3 method="wB97M-V/def2-TZVPD" multiplicity=1 e_above_lowest_ev=10.571 molar_mass_da=516.558 e_lumo_ev=-0.65 homo_energy_ev=-8.801 orbital_gap_ev=8.154
N 25.43400 -1.52400 -1.67900 2.55 -2.76 -1.87
C 25.16600 -0.48600 -2.44400 2.19 0.80 -6.27
N 24.46000 0.41300 -1.87100 -1.81 3.22 0.40
O 25.59700 -0.42200 -3.83000 -1.57 -0.99 7.10
H 26.16000 -2.11800 -2.10100 -0.46 0.10 0.61
H 25.33700 -1.49700 -0.69700 0.25 0.26 1.37
H 24.11900 0.46200 -0.87800 1.12 -0.54 -1.51
H 24.24800 1.25800 -2.46800 -0.04 -0.23 0.06
N 23.89200 0.84900 -5.22700 -0.34 0.06 -2.99
C 23.44300 1.97300 -4.72600 3.50 -0.51 5.60
N 22.48800 2.60200 -5.30100 -1.94 1.40 -1.89
O 23.93500 2.36700 -3.51300 -2.09 -0.47 -4.28
H 24.70300 0.46000 -4.76100 0.97 -0.64 0.42
H 23.72600 0.62100 -6.23500 0.26 0.11 1.41
H 22.01600 3.17700 -4.67400 -1.05 1.48 0.75
H 21.97500 2.27200 -6.11000 0.32 -0.19 0.33
N 23.41100 1.79900 2.07800 0.32 1.69 1.81
C 22.70200 1.67400 0.96900 -2.95 4.62 -1.62
N 22.93200 0.45200 0.42900 -2.56 -0.01 -3.13
O 21.93500 2.68800 0.46200 3.85 -5.75 2.21
H 23.43000 2.73400 2.50600 -0.18 -0.99 -0.21
H 24.00000 1.00800 2.39800 -0.86 1.29 -0.41
H 22.39100 0.35100 -0.44300 0.23 -0.31 0.86
H 23.38500 -0.38100 0.76900 0.20 0.24 0.66
N 23.37500 -3.05800 -2.39900 0.39 1.33 1.74
C 23.72700 -4.04100 -3.21600 6.42 -3.93 1.12
N 22.68100 -4.72600 -3.64000 -2.83 -2.63 -0.30
O 25.00600 -4.57100 -3.43000 -6.41 3.76 0.68
H 24.14500 -2.46100 -2.06200 -0.12 -0.26 0.24
H 22.48800 -3.01000 -1.87600 0.70 -0.35 -0.86
H 23.00200 -5.48200 -4.24700 -0.77 -0.17 0.51
H 21.74600 -4.77500 -3.04500 3.05 -0.27 -1.78
N 24.15700 -1.84200 3.04200 -3.15 -6.97 1.91
C 25.06200 -1.19000 2.43800 0.71 0.35 -8.45
N 25.14000 -0.01800 2.97200 2.22 3.24 2.68
O 25.40200 -1.42000 1.07700 -1.13 0.88 6.74
H 23.89900 -2.77100 2.65000 -0.02 0.93 0.06
H 24.03300 -1.89900 4.05600 0.29 0.71 -0.54
H 25.73000 0.66500 2.53600 0.93 0.77 0.06
H 24.72200 0.17500 3.92000 1.03 -0.40 -1.59
N 22.42500 -1.41300 -4.41700 2.61 0.05 2.57
C 21.20300 -1.74300 -4.75800 -2.96 8.21 -7.02
N 20.89400 -2.88900 -4.35800 -4.11 -7.08 1.94
O 20.46500 -0.99100 -5.60900 2.69 -2.85 3.81
H 22.90900 -0.54300 -4.65800 -0.72 -0.01 0.27
H 22.79400 -1.97600 -3.59100 -0.26 1.58 -1.80
H 19.98000 -3.35200 -4.57900 1.29 1.32 -0.06
H 21.65000 -3.56400 -4.25100 -0.42 0.51 -0.31
C 24.96300 -4.77400 1.03800 -0.08 -0.54 1.79
C 23.56800 -5.19000 1.62400 0.83 0.58 -1.61
O 22.75400 -4.09800 2.11000 0.27 -0.58 -0.26
H 25.59800 -5.67500 1.00200 -0.54 0.07 -0.67
H 25.60300 -4.16100 1.69900 -0.81 0.13 0.06
H 24.89100 -4.24600 0.11600 0.00 0.12 -0.83
H 23.74300 -5.94000 2.35300 -0.06 -0.39 1.25
H 22.98700 -5.69700 0.84900 0.22 0.02 -0.17
H 21.90900 -4.17100 1.64900 0.19 0.25 0.33
C 24.22200 -3.84900 -6.79300 -1.02 -0.72 1.43
C 24.79000 -2.51100 -6.44400 -1.00 -0.13 1.03
O 23.81600 -1.53300 -6.71600 1.69 1.04 -3.10
H 23.17400 -3.89300 -6.42100 0.59 -0.23 0.07
H 24.82300 -4.62500 -6.36000 0.19 -0.59 0.66
H 24.14600 -4.13800 -7.80900 0.11 0.49 -1.40
H 25.70100 -2.40900 -6.96700 0.93 0.93 -0.88
H 25.02300 -2.35600 -5.38100 0.27 -0.81 -0.06
H 23.21900 -1.57500 -6.00900 -1.38 -0.29 1.36
C 26.43300 2.29100 0.42800 1.82 1.03 -0.91
O 26.35800 2.31600 1.80800 -1.23 1.00 2.47
H 27.37600 1.83200 0.09500 -0.50 -0.13 0.31
H 26.40300 3.26900 0.00100 0.47 1.11 -0.10
H 25.60200 1.88400 -0.02000 -1.83 -1.81 -0.91
H 25.62900 2.94700 2.10200 1.55 -1.20 -0.86
C 23.97700 4.66800 -1.30200 -0.84 -1.17 1.21
O 23.77600 5.00100 -2.62400 0.91 2.78 0.06
H 22.98400 4.51400 -0.95000 -0.70 -0.14 1.34
H 24.46000 5.41500 -0.71800 0.47 0.99 0.20
H 24.49600 3.71200 -1.07000 0.01 0.37 -0.77
H 23.83300 4.18600 -3.03700 0.11 -2.77 -2.10

=====

Record 8
10
Properties=species:S:1:pos:R:3:forces:R:3 method="wB97M-V/def2-TZVPD" multiplicity=1 e_above_lowest_ev=0.821 molar_mass_da=139.177 e_lumo_ev=3.10 homo_energy_ev=-4.606 total_charge=-1 orbital_gap_ev=7.706
O 0.32744 -2.29614 -1.83512 0.02 0.00 -1.38
C 0.81846 -2.34524 -0.72230 -1.50 1.45 3.02
O 1.40713 -3.14813 -0.01685 0.64 -0.36 -0.45
C 0.28792 -0.93797 0.20359 0.11 0.93 -0.98
O -0.64277 -0.15122 -0.61382 0.87 -2.47 -0.46
S 1.74019 0.10039 0.46019 0.79 0.31 0.14
S 0.93691 1.75494 1.45589 1.13 -1.85 2.31
H 0.02015 -1.07150 1.28450 -0.82 -0.49 -1.31
H -0.55351 -0.68188 -1.49441 -0.18 0.86 1.68
H 0.59956 2.32590 0.40122 -1.06 1.62 -2.56

=====

- What is the multiplicity in the second record?
  1